1.
C6H9O4Zn as an isolated structure in a non-equilibrium geometry, computed with wB97M-V/def2-TZVPD.

```
20
C6H9O4Zn wB97M-V/def2-TZVPD
O 3.93 0.82 2.52
C 2.76 0.34 2.42
O 2.51 -0.79 2.95
O 1.90 0.96 1.66
C 0.63 0.35 1.37
Zn 4.14 -0.74 3.58
H 0.78 -0.74 1.33
H 0.33 0.82 0.42
C -0.43 0.68 2.46
C -1.76 0.07 2.14
H -0.54 1.77 2.51
H -0.08 0.30 3.43
H -2.46 0.02 2.98
C -2.01 -0.69 1.06
C -3.14 -1.68 1.00
O -2.62 -2.95 0.64
H -1.46 -0.56 0.12
H -3.88 -1.35 0.25
H -3.65 -1.73 1.98
H -3.35 -3.56 0.50
```

## Properties
Energy in a.u.: -2313.9655
Net charge: +1
Spin multiplicity: 1

2.
C23H19N6O2S2Ti as an isolated structure in a non-equilibrium geometry, computed with wB97M-V/def2-TZVPD.

```
53
C23H19N6O2S2Ti wB97M-V/def2-TZVPD
Ti -0.49 1.00 -0.29
C -0.35 2.16 -3.08
O 0.23 1.48 -2.08
C 1.13 0.30 -2.51
C 1.51 0.14 -3.80
C 2.49 -0.75 -4.12
C 3.12 -1.50 -3.16
C 2.77 -1.34 -1.78
C 1.70 -0.39 -1.44
N 1.06 -0.22 -0.22
N 1.68 -0.76 0.74
C 0.99 -1.12 1.78
C -0.40 -0.45 2.19
O -0.50 0.55 1.46
C -1.22 -1.03 3.24
C -0.53 -2.02 3.88
C 0.94 -2.31 3.89
C 1.55 -2.80 5.07
C 2.87 -3.05 5.06
C 3.68 -2.63 3.91
C 3.12 -1.92 2.89
C 1.71 -1.79 2.83
H -0.68 1.44 -3.80
H 0.32 2.82 -3.66
H -1.23 2.71 -2.71
H 1.04 0.80 -4.54
H 2.77 -0.86 -5.19
H 3.94 -2.15 -3.54
H 3.27 -1.90 -0.97
H -2.24 -0.68 3.38
H -1.04 -2.56 4.69
H 0.85 -3.20 5.80
H 3.31 -3.41 5.97
H 4.76 -2.64 4.06
H 3.82 -1.32 2.22
N -1.50 -2.07 -1.33
C -2.48 -1.11 -1.33
N -2.17 0.16 -1.22
C -3.30 1.02 -1.18
C -4.44 0.30 -1.26
S -4.14 -1.46 -1.41
C -3.02 2.43 -1.06
C -3.52 3.46 -1.76
S -2.84 5.04 -1.38
C -1.89 4.20 -0.20
N -1.93 2.82 -0.27
N -1.03 4.89 0.64
H -0.53 -1.82 -1.25
H -1.70 -2.98 -1.66
H -5.40 0.74 -1.24
H -4.34 3.38 -2.42
H -1.00 5.89 0.71
H -0.69 4.50 1.49
```

## Properties
Energy in a.u.: -3011.7063
Net charge: +3
Spin multiplicity: 1

3.
An isolated ion of composition C7H12N3 and charge +1 in a non-equilibrium geometry, computed with wB97M-V/def2-TZVPD.

```
22
C7H12N3 wB97M-V/def2-TZVPD
C 2.07 1.25 -1.98
C 1.53 0.08 -1.52
C 1.39 2.40 -1.73
C 0.36 2.43 -0.83
C 0.36 0.04 -0.76
C -1.30 1.23 0.63
C -0.04 -2.21 1.52
N -0.18 1.25 -0.42
N -0.99 -1.43 0.66
N -0.28 -1.13 -0.56
H 2.94 1.11 -2.64
H 1.99 -0.93 -1.76
H 1.73 3.39 -1.85
H -0.27 3.32 -0.50
H -0.92 1.15 1.71
H -1.91 2.10 0.39
H -1.93 0.34 0.43
H 0.76 -1.52 1.43
H -0.45 -2.17 2.49
H 0.29 -3.07 1.11
H -1.83 -2.03 0.51
H 0.17 -2.03 -0.76
```

## Properties
SMILES string: CN/[NH+]=c1/ccccn1C
Net charge: +1
Energy above the lowest of the compared OMol25 structures with the same formula, charge and spin in eV: 3.250
Spin multiplicity: 1

4.
A 2-piece molecular cluster, C6H8OSi overall in a non-equilibrium geometry, computed with wB97M-V/def2-TZVPD.

```
16
C6H8OSi wB97M-V/def2-TZVPD
C -0.81 2.23 -1.14
C -0.33 -2.29 -1.09
C -1.08 1.11 -0.56
C -0.57 -1.19 -0.62
C -1.13 -0.23 1.70
C -0.84 0.04 0.18
O 1.81 0.86 0.63
Si 2.45 -0.33 -0.02
H -1.65 2.79 -1.72
H -0.02 -2.97 -1.75
H -1.28 0.65 2.21
H -1.85 -1.09 1.81
H -0.22 -0.52 2.16
H 2.41 -1.49 0.86
H 0.16 2.73 -1.23
H 2.95 -0.29 -1.41
```

## Properties
SMILES string: C#CC(C)=C=C.O=[SiH2]
Energy above the lowest of the compared OMol25 structures with the same formula, charge and spin in eV: 3.875
Spin multiplicity: 1

5.
C3H8N2O in the gas phase in a non-equilibrium geometry, computed with wB97M-V/def2-TZVPD.

```
14
C3H8N2O wB97M-V/def2-TZVPD
N 0.84 0.54 1.49
C 0.28 -0.28 0.45
C -1.05 -1.06 0.80
C 0.19 0.70 -0.80
N 0.37 0.27 -2.08
O -0.34 1.83 -0.51
H 1.78 0.84 1.15
H 0.28 1.55 1.65
H 1.08 -1.09 0.15
H -1.95 -0.39 0.82
H -1.23 -1.92 0.09
H -0.76 -1.42 1.82
H 0.39 1.10 -2.56
H 0.13 -0.66 -2.48
```

## Properties
SMILES string: C[C@H](N)C(N)=O
Energy above the lowest of the compared OMol25 structures with the same formula, charge and spin in eV: 1.978
Spin multiplicity: 1

6.
C53H56CdGe2N10O4SeSi as an isolated structure, computed with wB97M-V/def2-TZVPD.

```
128
C53H56CdGe2N10O4SeSi wB97M-V/def2-TZVPD
Cd -0.93 0.30 0.17
C -0.56 -0.18 5.88
O -0.81 -0.39 4.51
C -2.12 -0.25 4.10
C -3.14 0.14 4.95
C -4.44 0.28 4.44
C -4.68 0.07 3.10
C -3.65 -0.30 2.20
C -3.95 -0.41 0.81
N -3.01 -0.58 -0.16
N -3.47 -0.38 -1.43
C -2.58 -0.65 -2.32
O -1.37 -1.19 -2.02
C -2.85 -0.38 -3.75
C -1.79 -0.22 -4.64
C -2.03 0.08 -5.98
C -3.33 0.21 -6.44
C -4.39 0.03 -5.55
C -4.16 -0.26 -4.22
C -2.34 -0.52 2.73
O -1.34 -0.99 1.99
H 0.50 -0.36 6.03
H -1.13 -0.86 6.51
H -0.81 0.85 6.18
H -2.96 0.32 6.00
H -5.25 0.57 5.10
H -5.68 0.20 2.70
H -4.98 -0.28 0.50
H -0.78 -0.31 -4.27
H -1.20 0.22 -6.66
H -3.53 0.45 -7.48
H -5.42 0.12 -5.91
H -4.97 -0.39 -3.52
C 3.49 -0.84 -3.10
N 2.69 -0.97 -1.90
C 1.56 -0.32 -1.62
N 1.23 -0.55 -0.37
C 2.23 -1.37 0.09
N 3.15 -1.63 -0.81
C 4.31 0.44 -3.11
C 4.91 0.87 -4.28
C 5.70 2.00 -4.29
C 5.91 2.72 -3.13
C 5.31 2.31 -1.95
C 4.50 1.17 -1.94
C 5.59 3.01 -0.70
N 6.60 3.76 -0.42
N 6.48 4.08 0.93
C 5.42 3.51 1.35
O 4.79 2.82 0.38
C 4.90 3.45 2.73
C 5.81 3.55 3.77
C 5.37 3.42 5.08
C 4.03 3.19 5.34
C 3.10 3.14 4.30
C 1.65 3.01 4.72
N 0.70 2.61 3.70
C 0.80 1.80 2.64
N -0.36 1.74 2.02
C -1.17 2.52 2.78
N -0.57 3.08 3.80
C 3.54 3.27 2.99
H 2.82 -0.87 -3.96
H 4.14 -1.71 -3.14
H 1.03 0.31 -2.32
H 2.26 -1.76 1.09
H 4.76 0.31 -5.20
H 6.16 2.33 -5.22
H 6.54 3.61 -3.12
H 4.05 0.86 -1.01
H 6.86 3.70 3.54
H 6.07 3.47 5.89
H 3.69 3.08 6.36
H 1.29 3.97 5.07
H 1.58 2.31 5.56
H 1.70 1.27 2.35
H -2.22 2.67 2.56
H 2.85 3.26 2.16
C -2.52 4.60 0.23
Si -0.87 4.28 -0.61
C 0.51 4.63 0.61
C -0.66 5.51 -2.00
Se -0.77 2.25 -1.56
H -3.08 5.37 -0.31
H -2.39 4.93 1.27
H -3.13 3.69 0.23
H 0.60 5.72 0.77
H 1.46 4.26 0.22
H 0.32 4.17 1.59
H -0.81 6.54 -1.66
H -1.37 5.30 -2.81
H 0.35 5.43 -2.42
C -2.79 -3.32 2.67
Ge -1.21 -3.33 1.52
C 0.45 -3.03 2.52
C -1.07 -5.31 1.14
Ge -1.40 -2.72 -0.88
C -3.03 -3.56 -1.56
C -3.95 -4.12 -0.66
C -5.14 -4.67 -1.11
C -5.44 -4.66 -2.47
C -4.54 -4.11 -3.37
C -3.35 -3.57 -2.92
C 0.12 -3.47 -1.93
C 0.20 -3.25 -3.31
C 1.27 -3.73 -4.05
C 2.29 -4.45 -3.43
C 2.24 -4.66 -2.06
C 1.16 -4.17 -1.32
H -2.50 -2.92 3.65
H -3.13 -4.35 2.79
H -3.59 -2.70 2.28
H 0.33 -3.55 3.48
H 0.60 -1.97 2.70
H 1.31 -3.47 2.00
H -1.42 -5.85 2.03
H -0.05 -5.63 0.93
H -1.69 -5.62 0.29
H -3.74 -4.10 0.40
H -5.85 -5.09 -0.40
H -6.38 -5.09 -2.82
H -4.77 -4.09 -4.43
H -2.66 -3.13 -3.64
H -0.58 -2.68 -3.80
H 1.30 -3.56 -5.12
H 3.12 -4.83 -4.01
H 3.03 -5.20 -1.56
H 1.16 -4.31 -0.25
```

## Properties
Expectation value of S²: 0.79
Net charge: -1
Energy above the lowest of the compared OMol25 structures with the same formula, charge and spin in eV: 0.972
Spin multiplicity: 2